# 1
Computed, not measured: the molecule C4H6O2, with ωB97M-V with the def2-TZVPD basis set.

Structure (ORCA input):
```
! RIJCOSX wB97M-V def2-TZVPD def2/J DEFGRID3
* xyz 0 1
O -1.3789 -1.9143 -0.5752
C -0.8249 -1.1466 -1.3273
C -0.1100 0.0887 -0.8587
C -0.1778 0.2390 0.6457
C 1.5800 1.4598 1.7760
O 0.5631 1.4471 0.9629
H -0.8086 -1.3224 -2.4210
H -0.5240 0.9727 -1.3607
H 0.9412 0.0315 -1.1744
H -1.2055 0.3286 1.0158
H 1.6234 0.4013 2.1582
H 0.3221 -0.5853 1.1586
*
```

Calculated values
- ΔE to the lowest compared entry with this formula, charge and spin (eV) = 4.0017
- Kohn-Sham gap (eV) = 9.468
- E_HOMO (eV) = -8.828

Charges per atom according to Löwdin partitioning, unit e:
1 O 0.06
2 C -0.25
3 C -0.13
4 C -0.19
5 C 0.06
6 O -0.19
7 H 0.12
8 H 0.13
9 H 0.13
10 H 0.14
11 H 0.00
12 H 0.12

---

# 2
Computed, not measured: the molecule C4H6O2 in a non-equilibrium geometry, with ωB97M-V with the def2-TZVPD basis set.

Structure (ORCA input):
```
! RIJCOSX wB97M-V def2-TZVPD def2/J DEFGRID3
* xyz 0 1
C 1.5729 0.3902 -0.4732
C 0.3123 0.5926 0.2959
O -0.0694 1.6547 0.7580
C -0.4878 -0.6297 0.4471
C -1.9745 -0.4217 0.0399
O -2.6392 -1.3101 -0.4395
H 1.9103 -0.6520 -0.5418
H 2.3411 1.0502 -0.0876
H 1.2264 0.7187 -1.4572
H -0.1528 -1.5888 0.0492
H 0.2991 -0.4288 1.3953
H -2.3384 0.6247 0.0137
*
```

Calculated values
- ΔE to the lowest compared entry with this formula, charge and spin (eV) = 2.7059
- Kohn-Sham gap (eV) = 10.173
- E_HOMO (eV) = -9.842

Charges per atom according to Löwdin partitioning, unit e:
1 C -0.01
2 C -0.60
3 O 0.06
4 C -0.04
5 C -0.21
6 O 0.05
7 H 0.09
8 H 0.09
9 H 0.11
10 H 0.12
11 H 0.22
12 H 0.13

---

# 3
Computed, not measured: the molecule C4H6O2 in a non-equilibrium geometry, with ωB97M-V with the def2-TZVPD basis set.

Structure (ORCA input):
```
! RIJCOSX wB97M-V def2-TZVPD def2/J DEFGRID3
* xyz 0 1
C -1.5925 0.1786 0.1241
O -0.8324 0.6882 -0.9447
C 0.3669 0.0047 -0.9020
C 1.3671 0.3257 0.3238
C 0.4394 -0.8348 0.2906
O -0.7860 -0.6358 0.9466
H -2.4195 -0.4082 -0.2817
H -1.9608 1.0377 0.6828
H 1.0823 0.2127 -1.6538
H 2.4398 0.1187 0.1876
H 1.1411 1.1776 0.9527
H 0.7793 -1.8582 0.2960
*
```

Calculated values
- ΔE to the lowest compared entry with this formula, charge and spin (eV) = 3.0264
- Kohn-Sham gap (eV) = 9.875
- E_HOMO (eV) = -8.792

Charges per atom according to Löwdin partitioning, unit e:
1 C -0.19
2 O -0.03
3 C -0.22
4 C -0.02
5 C -0.28
6 O -0.03
7 H 0.13
8 H 0.13
9 H 0.13
10 H 0.11
11 H 0.11
12 H 0.15

---

# 4
Computed, not measured: the molecule C4H6O2, with ωB97M-V with the def2-TZVPD basis set.

Structure (ORCA input):
```
! RIJCOSX wB97M-V def2-TZVPD def2/J DEFGRID3
* xyz 0 1
C 1.4452 0.0510 -0.2171
C 0.4238 -0.8877 0.3802
O 0.7453 -1.7067 1.2281
C -0.9756 -0.8100 -0.0176
C -1.2067 1.0450 -0.0467
O -1.5386 0.0655 -0.9096
H 1.0954 0.5382 -1.1291
H 1.7307 0.8187 0.5082
H 2.3280 -0.5514 -0.4294
H -1.6160 -1.6699 0.2251
H -0.7804 1.9389 -0.5158
H -1.6511 1.1686 0.9239
*
```

Calculated values
- ΔE to the lowest compared entry with this formula, charge and spin (eV) = 3.9390
- Kohn-Sham gap (alpha / beta) (eV) = 8.853 / 8.854
- E_HOMO (alpha / beta) (eV) = -9.027 / -9.027

Charges per atom according to Löwdin partitioning, unit e:
1 C -0.03
2 C -0.49
3 O 0.05
4 C -0.08
5 C -0.02
6 O -0.04
7 H 0.08
8 H 0.09
9 H 0.09
10 H 0.15
11 H 0.11
12 H 0.09

---

# 5
Computed, not measured: the molecule C4H6O2, with ωB97M-V with the def2-TZVPD basis set.

Structure (ORCA input):
```
! RIJCOSX wB97M-V def2-TZVPD def2/J DEFGRID3
* xyz 0 1
O -1.7447 1.4413 1.1156
C -1.0763 0.4776 1.4055
C -0.4591 -0.4184 0.3532
C -0.0428 0.2605 -0.9517
C 1.3329 -0.3458 -0.6457
O 0.8862 -0.8289 0.6400
H -0.9199 0.1783 2.4622
H -1.1238 -1.2901 0.2431
H -0.0757 1.3496 -0.8838
H -0.5513 -0.0685 -1.8586
H 2.1603 0.3642 -0.5459
H 1.6403 -1.1677 -1.3046
*
```

Calculated values
- ΔE to the lowest compared entry with this formula, charge and spin (eV) = 1.9254
- Kohn-Sham gap (eV) = 10.594
- E_HOMO (eV) = -9.703

Charges per atom according to Löwdin partitioning, unit e:
1 O 0.07
2 C -0.19
3 C -0.30
4 C -0.08
5 C -0.16
6 O -0.09
7 H 0.13
8 H 0.16
9 H 0.11
10 H 0.11
11 H 0.12
12 H 0.12

---

# 6
Computed, not measured: a structure of composition C4H6O2 in a non-equilibrium geometry, with ωB97M-V with the def2-TZVPD basis set.

Structure (ORCA input):
```
! RIJCOSX wB97M-V def2-TZVPD def2/J DEFGRID3
* xyz 0 1
O 2.4184 -1.7717 0.2624
C 2.2444 -0.8409 -0.3923
O 1.2368 0.5676 0.2313
C -0.0390 0.1641 0.6055
C -1.0077 -0.3633 -0.4231
C -1.2087 0.9997 0.1940
H 1.8077 0.0938 -0.9375
H -0.0783 -0.2943 1.5936
H -0.6852 -0.3885 -1.4615
H -1.6807 -1.1692 -0.1437
H -0.9842 1.8620 -0.4271
H -2.0235 1.1408 0.8984
*
```

Calculated values
- ΔE to the lowest compared entry with this formula, charge and spin (eV) = 4.3184
- Kohn-Sham gap (eV) = 9.668
- E_HOMO (eV) = -9.041

Charges per atom according to Löwdin partitioning, unit e:
1 O 0.17
2 C -0.02
3 O -0.19
4 C -0.42
5 C -0.11
6 C -0.11
7 H 0.13
8 H 0.14
9 H 0.10
10 H 0.10
11 H 0.10
12 H 0.10

---

# 7
Computed, not measured: a structure of composition C4H6O2, with ωB97M-V with the def2-TZVPD basis set.

Structure (ORCA input):
```
! RIJCOSX wB97M-V def2-TZVPD def2/J DEFGRID3
* xyz 0 1
C -1.6150 -0.0898 0.2368
C -0.2222 -0.2366 -0.3165
C 0.9082 0.7852 -0.0080
C 1.7097 -0.4914 0.0414
O 2.8113 -0.8493 -0.2351
O 0.6049 -1.2790 0.2848
H -1.6232 0.1486 1.3039
H -2.2013 -1.0006 0.0695
H -2.1016 0.7246 -0.3126
H -0.2683 -0.4740 -1.3850
H 1.2482 1.5787 -0.6777
H 0.7494 1.1836 0.9986
*
```

Calculated values
- ΔE to the lowest compared entry with this formula, charge and spin (eV) = 0.8226
- Kohn-Sham gap (eV) = 11.458
- E_HOMO (eV) = -10.572

Charges per atom according to Löwdin partitioning, unit e:
1 C -0.04
2 C -0.33
3 C 0.01
4 C -0.48
5 O 0.15
6 O 0.05
7 H 0.09
8 H 0.09
9 H 0.09
10 H 0.15
11 H 0.12
12 H 0.13

---

# 8
Computed, not measured: the molecule C4H6O2 in a non-equilibrium geometry, with ωB97M-V with the def2-TZVPD basis set.

Structure (ORCA input):
```
! RIJCOSX wB97M-V def2-TZVPD def2/J DEFGRID3
* xyz 0 1
C -0.3028 -0.1442 1.1157
C -0.9992 -0.9116 0.2207
O -0.7606 -0.9390 -1.1801
C -0.0236 0.1800 -1.3882
O 1.0935 0.2433 -0.6859
C 0.9751 0.4738 0.6321
H -0.4665 -0.0837 2.1723
H -1.7693 -1.5356 0.6050
H 0.1698 0.0824 -2.4270
H -0.6181 1.0179 -1.2101
H 0.8407 1.5541 1.0207
H 1.8610 0.0625 1.1249
*
```

Calculated values
- ΔE to the lowest compared entry with this formula, charge and spin (eV) = 2.4680
- Kohn-Sham gap (eV) = 9.997
- E_HOMO (eV) = -8.984

Charges per atom according to Löwdin partitioning, unit e:
1 C -0.05
2 C -0.07
3 O -0.01
4 C -0.34
5 O -0.03
6 C -0.25
7 H 0.10
8 H 0.10
9 H 0.14
10 H 0.13
11 H 0.14
12 H 0.13

---

Which of these has the highest ΔE to the lowest compared entry with this formula, charge and spin? number 6

---

The lowest ΔE to the lowest compared entry with this formula, charge and spin belongs to which entry? number 7